# 1
This record from the OMol25 dataset describes a 3-piece molecular cluster, C5H10O overall. The level of theory is ωB97M-V with the def2-TZVPD basis set.

The geometry in XYZ format:
```
16
Properties=species:S:1:pos:R:3
C 0.88819 -0.40936 1.33796
C 1.77359 -0.67204 0.43627
C 1.53934 0.78562 0.69955
H 0.15287 -0.75130 2.05057
H 2.32171 -1.37787 -0.16901
H 0.98441 1.37788 -0.03763
H 2.28359 1.36143 1.25971
H 1.03409 -0.28494 -2.32972
H 1.70687 -0.60734 -2.36914
C -2.18121 0.30814 0.35980
C -1.30575 -0.22812 -0.73995
O -0.83453 0.48530 -1.59711
H -1.94820 1.36489 0.51399
H -2.06757 -0.25265 1.29271
H -3.22701 0.22230 0.04236
H -1.12041 -1.32192 -0.75038
```

The energy above the lowest of the compared OMol25 structures with the same formula, charge and spin comes out at 4.323 eV. As for the total charge: 0. The SMILES is C1=CC1.[H][H].CC=O. For the HOMO energy, the calculation gives -9.56 eV. As for the LUMO energy: 1.1 eV.

***

# 2
This record from the OMol25 dataset describes one molecule with the formula C5H10O at a distorted geometry. The level of theory is ωB97M-V with the def2-TZVPD basis set.

The geometry in XYZ format:
```
16
Properties=species:S:1:pos:R:3
C 2.14250 -0.63207 -0.18318
C 0.57848 -0.82095 -0.05147
C -0.18116 0.26071 -0.00572
C 0.35444 1.55244 0.00009
O -1.49353 0.45506 -0.32189
C -2.31181 -0.66946 0.01052
H 2.28693 0.29538 0.57209
H 2.55165 -0.41803 -1.10887
H 2.59059 -1.53799 0.61365
H -0.30543 -1.74480 0.03819
H -0.35738 2.27422 -0.02430
H 1.15681 1.53043 -0.91395
H 0.77550 1.72870 1.04296
H -2.35782 -1.27326 -0.85620
H -3.34171 -0.24218 -0.00507
H -2.08806 -0.75818 1.19314
```

The energy above the lowest of the compared OMol25 structures with the same formula, charge and spin comes out at 5.106 eV. As for the total charge: 0. The SMILES is C/C=C(\C)OC. For the HOMO energy, the calculation gives -8.34 eV. As for the LUMO energy: 1.0 eV.

***

# 3
This record from the OMol25 dataset describes a 2-piece molecular cluster, C5H10O overall. The level of theory is ωB97M-V with the def2-TZVPD basis set.

The geometry in XYZ format:
```
16
Properties=species:S:1:pos:R:3
O 2.09165 0.49251 -0.72814
C -0.09884 -0.58200 -1.12803
C -0.54012 0.85070 -0.79121
C 0.07320 1.10607 0.59306
C -0.06677 -0.23551 1.31754
C -0.08709 -1.32378 0.21678
H 0.95279 -0.55521 -1.53682
H -0.70655 -1.06435 -1.90257
H -0.22975 1.58182 -1.54172
H -1.63596 0.88726 -0.71309
H -0.36400 1.95587 1.13010
H 1.16923 1.34605 0.47238
H 0.72225 -0.39652 2.05740
H -1.01991 -0.23920 1.86185
H 0.76804 -2.00054 0.29528
H -0.98976 -1.94018 0.30621
```

The energy above the lowest of the compared OMol25 structures with the same formula, charge and spin comes out at 5.588 eV. As for the total charge: 0. For the HOMO energy (alpha / beta), the calculation gives -10.85 / -10.85 eV. As for the LUMO energy (alpha / beta): -2.0 / -2.0 eV.

***

# 4
This record from the OMol25 dataset describes a 2-piece molecular cluster, C5H10O overall. The level of theory is ωB97M-V with the def2-TZVPD basis set.

The geometry in XYZ format:
```
16
Properties=species:S:1:pos:R:3
C -0.60873 1.49342 -0.81494
C -0.54940 -0.41358 0.16666
C -1.49308 -1.29862 -0.42389
C 0.91470 -0.62202 -0.05846
C 1.91487 0.04069 0.77112
O 1.54926 -1.31474 1.00342
H -0.27499 2.12581 0.01215
H -1.58509 1.85706 -1.16787
H 0.11561 1.51690 -1.63554
H -0.80497 0.02927 1.12657
H -1.25387 0.07488 -0.80484
H -2.47628 -1.41017 0.01398
H -1.17850 -1.96207 -1.22132
H 1.18550 -0.96058 -1.05993
H 2.92062 0.19348 0.38175
H 1.59438 0.74859 1.53609
```

The energy above the lowest of the compared OMol25 structures with the same formula, charge and spin comes out at 6.405 eV. As for the total charge: 0. For the HOMO energy, the calculation gives -7.13 eV. As for the LUMO energy: 1.0 eV.

***

# 5
This record from the OMol25 dataset describes one molecule with the formula C5H10O2 at a distorted geometry. The level of theory is ωB97M-V with the def2-TZVPD basis set.

The geometry in XYZ format:
```
17
Properties=species:S:1:pos:R:3
C 0.35678 0.21629 -2.39780
C 0.18851 -0.66220 -1.16047
C -0.31038 0.11006 0.04647
O -1.53898 0.71755 -0.35592
C -0.65955 -0.70230 1.28850
C -0.32706 -0.25050 2.51192
O 0.95432 0.16989 2.64884
H 0.70371 -0.37531 -3.25114
H -0.59297 0.68781 -2.66490
H 1.08878 1.01438 -2.22218
H -0.53024 -1.46551 -1.36204
H 1.14083 -1.13586 -0.89137
H 0.41388 0.90626 0.29438
H -1.87777 1.21091 0.40333
H -1.44652 -1.42584 1.15351
H -0.94555 -0.15204 3.40429
H 1.26923 -0.34431 1.87558
```

The energy above the lowest of the compared OMol25 structures with the same formula, charge and spin comes out at 2.688 eV. As for the total charge: 0. The SMILES is CC[C@@H](O)/C=C\O. For the HOMO energy, the calculation gives -8.77 eV. As for the LUMO energy: 0.7 eV.

***

# 6
This record from the OMol25 dataset describes one molecule with the formula C5H10O2. The level of theory is ωB97M-V with the def2-TZVPD basis set.

The geometry in XYZ format:
```
17
Properties=species:S:1:pos:R:3
C 1.40484 0.58688 -0.78171
C 0.71015 0.07505 0.45499
C -0.05426 -1.26015 0.19196
O 0.08971 -1.92139 -1.05856
C -1.33687 -0.42736 0.26956
C -0.62218 0.82808 0.76723
O -0.85742 2.05319 0.05450
H 2.21406 -0.08461 -1.08607
H 1.80271 1.57405 -0.55681
H 0.70676 0.67681 -1.62106
H 1.35522 -0.00950 1.32798
H 0.06494 -2.01443 0.98940
H 0.99276 -2.26518 -1.13013
H -2.08064 -0.81841 0.95456
H -1.69027 -0.23548 -0.74069
H -0.87824 1.02510 1.82368
H -1.81336 2.21340 0.11532
```

The energy above the lowest of the compared OMol25 structures with the same formula, charge and spin comes out at 2.086 eV. As for the total charge: 0. The SMILES is C[C@@H]1[C@H](O)C[C@@H]1O. For the HOMO energy, the calculation gives -9.69 eV. As for the LUMO energy: 0.9 eV.

***

# 7
This record from the OMol25 dataset describes a 2-piece molecular cluster, C5H10O2 overall. The level of theory is ωB97M-V with the def2-TZVPD basis set.

The geometry in XYZ format:
```
17
Properties=species:S:1:pos:R:3
C -1.04332 -1.84917 -0.17841
C 0.12016 -1.36729 0.63832
C 0.13506 -0.39682 1.55392
O -0.80040 0.57430 1.76380
H -0.84229 -1.90608 -1.25495
H -1.93926 -1.23921 -0.04730
H -1.26737 -2.86195 0.17361
H 1.03527 -1.94830 0.55175
H 0.95995 -0.30163 2.25696
H -1.28106 0.70167 0.93073
C 1.30492 1.47110 -0.65389
C -0.07361 1.50543 -1.25676
O -0.99818 0.74639 -1.07577
H 1.93057 2.08754 -1.29862
H 1.74156 0.47793 -0.52785
H 1.25382 1.93173 0.34227
H -0.23581 2.37434 -1.91779
```

The energy above the lowest of the compared OMol25 structures with the same formula, charge and spin comes out at 2.318 eV. As for the total charge: 0. The SMILES is C/C=C\O.CC=O. For the HOMO energy, the calculation gives -8.41 eV. As for the LUMO energy: 0.9 eV.

***

# 8
This record from the OMol25 dataset describes C5H10O2 as an isolated structure. The level of theory is ωB97M-V with the def2-TZVPD basis set.

The geometry in XYZ format:
```
17
Properties=species:S:1:pos:R:3
C 1.17454 0.93547 -1.06511
C 0.30222 0.67014 0.14084
O 0.64186 1.50693 1.20093
C -1.12508 0.39425 -0.17125
C -0.25571 -0.72192 0.39077
C -1.26374 -0.69760 1.52968
O -1.90111 0.49646 1.01909
H 2.22632 0.68804 -0.89239
H 0.83241 0.38937 -1.95062
H 1.11238 2.00695 -1.28456
H 1.72730 -1.84015 -1.73052
H -0.17069 1.62405 1.71746
H -1.62413 0.52102 -1.12814
H 1.08851 -2.21507 -1.76002
H 0.12907 -1.63809 -0.03708
H -0.92438 -0.58756 2.56496
H -1.96976 -1.53230 1.45596
```

The energy above the lowest of the compared OMol25 structures with the same formula, charge and spin comes out at 4.206 eV. As for the total charge: 0. For the HOMO energy, the calculation gives -9.19 eV. As for the LUMO energy: 1.0 eV.